{
  "formula": "C34H79BO4",
  "method": "ωB97M-V/def2-TZVPD",
  "fmax_ev_per_a": 1.823,
  "de_lowest_kcal_mol": 32.8,
  "e_tot_ev": -45402.000,
  "homo_ha": -0.355,
  "smiles": "BCCCCCCCCCCCCCCCCCC.CCOCC.CCOCC.CCOCC.CCOCC",
  "species": ["B", "C", "C", "C", "C", "C", "C", "C", "C", "C", "C", "C", "C", "C", "C", "C", "C", "C", "C", "H", "H", "H", "H", "H", "H", "H", "H", "H", "H", "H", "H", "H", "H", "H", "H", "H", "H", "H", "H", "H", "H", "H", "H", "H", "H", "H", "H", "H", "H", "H", "H", "H", "H", "H", "H", "H", "H", "H", "C", "C", "O", "C", "C", "H", "H", "H", "H", "H", "H", "H", "H", "H", "H", "C", "C", "O", "C", "C", "H", "H", "H", "H", "H", "H", "H", "H", "H", "H", "C", "C", "O", "C", "C", "H", "H", "H", "H", "H", "H", "H", "H", "H", "H", "C", "C", "O", "C", "C", "H", "H", "H", "H", "H", "H", "H", "H", "H", "H"],
  "xyz": [[-3.9058, -0.8606, 0.0015], [-3.9828, -1.1650, -1.5623], [-3.9046, 0.0928, -2.5021], [-2.7472, 1.0903, -2.1653], [-1.9318, 1.5038, -3.4656], [-0.4585, 1.8619, -3.0720], [-0.2075, 3.3850, -2.8319], [1.3494, 3.6447, -2.8886], [2.0421, 3.4417, -1.5027], [3.6058, 3.3442, -1.7225], [4.1931, 2.0815, -0.9971], [5.7577, 2.0812, -1.0165], [6.3566, 1.6501, -2.4067], [6.9365, 2.8674, -3.2049], [7.0894, 2.6193, -4.7434], [7.2444, 1.1111, -5.1643], [5.8832, 0.4906, -5.6387], [6.1493, -0.7676, -6.5359], [5.8161, -2.0503, -5.6814], [-3.7660, 0.2111, 0.4939], [-3.9348, -1.7821, 0.7628], [-4.9909, -1.6275, -1.7359], [-3.2572, -1.9415, -1.8986], [-3.6999, -0.2919, -3.5307], [-4.9078, 0.5604, -2.5601], [-1.9981, 0.6995, -1.4531], [-3.2189, 2.0362, -1.8170], [-1.8866, 0.6382, -4.1556], [-2.4440, 2.3492, -3.9695], [0.2005, 1.5413, -3.9118], [-0.0942, 1.3159, -2.1749], [-0.6076, 3.7402, -1.8610], [-0.6463, 3.9973, -3.6523], [1.8219, 2.9412, -3.6048], [1.5381, 4.6751, -3.2567], [1.8483, 4.3166, -0.8438], [1.7257, 2.5099, -0.9937], [3.8191, 3.2676, -2.8145], [4.1275, 4.2697, -1.3895], [3.8745, 1.2083, -1.6144], [3.8018, 1.9935, 0.0396], [6.0854, 1.4051, -0.1941], [6.1343, 3.0986, -0.7574], [7.1777, 0.9294, -2.2134], [5.5481, 1.1181, -2.9464], [7.8776, 3.1753, -2.7041], [6.1887, 3.6866, -3.0894], [7.9692, 3.1678, -5.1437], [6.2042, 3.0090, -5.2946], [7.7460, 0.5211, -4.3741], [7.9021, 1.1047, -6.0636], [5.3948, 1.2577, -6.2777], [5.2008, 0.2240, -4.8110], [5.5218, -0.7854, -7.4553], [7.1982, -0.8405, -6.8903], [4.7298, -2.2595, -5.7762], [6.0878, -1.8404, -4.6249], [6.4102, -2.9213, -6.0146], [3.9943, 7.2012, 3.3706], [2.8893, 6.5406, 2.5637], [3.3649, 5.6514, 1.5674], [4.1367, 4.5530, 2.0253], [3.3910, 3.6444, 2.9869], [4.6738, 7.7460, 2.7115], [3.5695, 7.9007, 4.0928], [4.5883, 6.4720, 3.9234], [2.3248, 7.3121, 2.0380], [2.1775, 6.0293, 3.2202], [5.0751, 4.9068, 2.4659], [4.4105, 3.9798, 1.1377], [3.0981, 4.1654, 3.8997], [4.0189, 2.7980, 3.2713], [2.4798, 3.2626, 2.5208], [-7.5040, -1.7337, 4.9575], [-6.7355, -2.8209, 4.2260], [-7.5114, -3.5185, 3.2654], [-8.0550, -2.7373, 2.2153], [-7.0057, -2.0251, 1.3796], [-8.3797, -2.1538, 5.4551], [-6.8696, -1.2590, 5.7080], [-7.8559, -0.9549, 4.2794], [-6.4028, -3.5675, 4.9487], [-5.8305, -2.4156, 3.7612], [-8.7882, -2.0270, 2.6123], [-8.6096, -3.4280, 1.5775], [-6.4245, -1.3149, 1.9703], [-7.4806, -1.4743, 0.5650], [-6.3054, -2.7458, 0.9526], [6.3024, -2.6691, -1.1290], [5.1937, -3.3488, -1.9151], [5.6651, -4.2329, -2.9177], [6.4602, -5.3201, -2.4758], [5.7476, -6.2413, -1.5007], [6.9621, -2.1154, -1.8014], [5.8793, -1.9738, -0.4011], [6.9171, -3.3875, -0.5846], [4.6089, -2.5865, -2.4330], [4.5009, -3.8691, -1.2454], [7.4012, -4.9530, -2.0520], [6.7250, -5.8861, -3.3707], [5.4651, -5.7255, -0.5817], [6.3938, -7.0780, -1.2298], [4.8338, -6.6367, -1.9489], [-11.9569, -4.2491, 5.7585], [-10.7768, -3.8968, 6.6479], [-11.0525, -2.8594, 7.5745], [-12.0965, -3.1088, 8.5005], [-11.8528, -4.3199, 9.3841], [-12.2952, -3.3687, 5.2078], [-11.6741, -5.0236, 5.0435], [-12.8056, -4.6215, 6.3344], [-9.9586, -3.5383, 6.0230], [-10.4013, -4.7826, 7.1706], [-13.0547, -3.1923, 7.9765], [-12.1650, -2.2185, 9.1281], [-11.7825, -5.2420, 8.8052], [-12.6681, -4.4357, 10.1003], [-10.9171, -4.2069, 9.9355]],
  "forces_ev_per_a": [[0.31, -0.83, -0.67], [-0.55, 0.89, 0.03], [0.59, -0.91, -0.34], [-0.57, 0.76, -1.55], [0.37, -0.60, 1.36], [-0.19, 0.80, -0.64], [1.18, -0.17, -0.72], [-0.67, -0.06, 0.95], [1.13, 0.56, -0.82], [-0.24, -0.34, 0.43], [0.60, 0.68, -1.05], [-0.20, -0.09, 0.24], [0.15, 0.30, 0.76], [-1.12, -0.22, -0.10], [0.37, -0.53, 0.07], [-0.43, 0.68, -0.49], [0.97, 0.05, -1.15], [-0.54, -0.93, 0.70], [0.36, 0.56, -0.52], [-0.15, 0.23, -0.19], [-0.05, -0.01, -0.04], [0.66, 0.03, 0.23], [-0.36, 0.42, 0.46], [-0.30, 0.27, 0.60], [0.66, 0.05, 0.21], [-0.73, 0.07, -0.04], [0.59, -0.67, 0.43], [-0.19, 0.44, 0.27], [0.43, -0.49, 0.13], [-0.34, 0.30, 0.51], [-0.45, 0.09, -0.52], [0.08, -0.21, -0.52], [-0.08, -0.54, 0.55], [-0.37, 0.39, 0.23], [0.05, -0.54, 0.28], [-0.12, -0.68, -0.27], [-0.15, 0.49, -0.33], [-0.10, -0.05, 0.67], [-0.37, -0.55, 0.00], [-0.07, 0.30, 0.78], [0.17, 0.06, -0.65], [0.03, 0.32, -0.64], [-0.24, -0.60, -0.07], [-0.50, 0.24, -0.25], [0.57, 0.33, 0.04], [-0.47, -0.10, -0.45], [0.72, -0.29, 0.08], [-0.52, -0.17, 0.38], [0.52, -0.11, 0.48], [-0.30, 0.17, -0.42], [-0.33, -0.14, 0.63], [0.13, -0.31, 0.55], [0.32, 0.21, -0.39], [0.32, 0.18, 0.62], [-0.50, 0.35, 0.34], [0.69, -0.07, 0.34], [-0.28, -0.34, -0.55], [-0.50, 0.28, 0.16], [0.12, -0.06, 0.00], [0.04, 0.04, 0.10], [-0.04, 0.01, -0.26], [0.01, -0.04, 0.08], [-0.11, 0.03, 0.05], [-0.06, 0.01, 0.02], [0.00, -0.01, -0.05], [-0.06, 0.01, 0.06], [0.03, -0.11, -0.13], [0.03, -0.01, 0.07], [-0.01, -0.02, 0.08], [-0.07, 0.17, -0.08], [0.08, -0.04, 0.03], [-0.01, 0.02, -0.03], [0.05, -0.01, -0.02], [-0.09, 0.05, -0.08], [0.02, 0.13, 0.05], [-0.05, -0.24, 0.01], [-0.01, 0.10, -0.02], [0.11, 0.02, 0.01], [0.06, 0.03, 0.03], [-0.01, -0.05, -0.01], [0.08, 0.04, 0.02], [-0.07, -0.11, -0.12], [-0.01, 0.07, -0.01], [0.04, 0.07, -0.01], [0.05, -0.10, 0.14], [-0.06, 0.05, -0.03], [-0.02, -0.03, 0.02], [-0.04, 0.01, 0.00], [0.12, -0.05, -0.01], [0.05, 0.03, 0.09], [-0.06, 0.03, -0.22], [0.01, -0.03, 0.09], [-0.11, 0.03, 0.06], [-0.06, 0.01, 0.02], [-0.01, 0.00, -0.05], [-0.05, 0.01, 0.06], [0.02, -0.11, -0.14], [0.03, 0.00, 0.07], [-0.01, -0.02, 0.08], [-0.08, 0.15, -0.07], [0.08, -0.03, 0.03], [-0.01, 0.02, -0.03], [0.05, -0.01, -0.01], [-0.12, 0.03, 0.04], [-0.09, -0.09, -0.04], [0.13, 0.20, 0.01], [-0.04, -0.07, 0.02], [0.09, -0.09, -0.03], [0.05, -0.04, 0.00], [0.02, 0.05, 0.01], [0.03, -0.08, -0.01], [-0.01, 0.10, 0.11], [-0.06, -0.06, -0.01], [-0.02, -0.08, 0.01], [0.12, 0.05, -0.12], [-0.09, 0.00, 0.02], [0.02, 0.03, -0.02], [-0.04, 0.03, 0.00]],
  "lowdin_charge": [-0.002, -0.219, -0.237, -0.207, -0.197, -0.220, -0.203, -0.216, -0.195, -0.207, -0.217, -0.211, -0.208, -0.192, -0.195, -0.211, -0.219, -0.251, -0.116, 0.027, 0.014, 0.101, 0.103, 0.095, 0.107, 0.097, 0.113, 0.097, 0.110, 0.105, 0.103, 0.112, 0.105, 0.098, 0.112, 0.109, 0.101, 0.099, 0.108, 0.109, 0.098, 0.100, 0.103, 0.101, 0.088, 0.112, 0.096, 0.101, 0.101, 0.104, 0.103, 0.103, 0.090, 0.099, 0.095, 0.077, 0.057, 0.068, -0.080, -0.280, -0.165, -0.274, -0.075, 0.082, 0.077, 0.065, 0.118, 0.106, 0.110, 0.093, 0.065, 0.078, 0.081, -0.069, -0.275, -0.160, -0.279, -0.088, 0.059, 0.080, 0.068, 0.118, 0.106, 0.107, 0.118, 0.064, 0.082, 0.076, -0.076, -0.282, -0.170, -0.280, -0.081, 0.075, 0.075, 0.066, 0.113, 0.107, 0.106, 0.119, 0.065, 0.077, 0.082, -0.076, -0.276, -0.160, -0.283, -0.082, 0.082, 0.078, 0.064, 0.096, 0.108, 0.105, 0.118, 0.065, 0.076, 0.081]
}